[1]
{
  "formula": "C30H44CrN8O6S",
  "method": "the ωB97M-V functional and the def2-TZVPD basis",
  "species": ["Cr", "C", "C", "C", "C", "C", "C", "C", "C", "C", "C", "H", "H", "H", "H", "H", "H", "H", "H", "H", "H", "H", "H", "H", "H", "C", "C", "O", "N", "C", "C", "C", "C", "C", "C", "N", "H", "H", "H", "H", "H", "H", "H", "H", "H", "H", "C", "C", "S", "O", "O", "C", "C", "N", "C", "N", "C", "C", "N", "O", "O", "C", "H", "H", "H", "H", "H", "H", "H", "H", "H", "H", "H", "H", "H", "C", "N", "C", "C", "O", "N", "C", "N", "H", "H", "H", "H", "H", "H", "H"],
  "positions_angstrom": [[0.126, 0.591, -0.038], [0.071, -3.873, -1.318], [-1.350, -3.467, -0.922], [-2.057, -2.840, -2.123], [-1.399, -2.599, 0.332], [-2.529, -1.852, 0.667], [-2.637, -1.200, 1.893], [-1.631, -1.291, 2.849], [-1.782, -0.676, 4.216], [-0.491, -2.016, 2.510], [-0.367, -2.637, 1.275], [0.059, -4.382, -2.282], [0.530, -4.556, -0.603], [0.713, -2.990, -1.410], [-1.895, -4.381, -0.665], [-1.504, -1.960, -2.470], [-3.087, -2.549, -1.913], [-2.085, -3.557, -2.945], [-3.374, -1.817, -0.012], [-3.545, -0.650, 2.123], [-2.064, -1.434, 4.949], [-2.559, 0.090, 4.230], [-0.847, -0.228, 4.561], [0.301, -2.131, 3.246], [0.524, -3.215, 1.068], [4.073, -0.397, -1.073], [3.025, -0.265, -0.014], [1.825, -0.504, -0.274], [3.379, 0.088, 1.215], [2.469, -0.111, 2.344], [1.509, 1.000, 2.712], [1.763, 1.773, 3.828], [0.774, 2.609, 4.324], [-0.466, 2.595, 3.714], [-0.639, 1.817, 2.588], [0.338, 1.070, 2.046], [3.864, -1.298, -1.648], [5.079, -0.451, -0.664], [4.015, 0.452, -1.757], [4.357, 0.240, 1.403], [3.085, -0.328, 3.212], [1.871, -0.995, 2.130], [2.718, 1.686, 4.331], [0.958, 3.222, 5.198], [-1.297, 3.168, 4.104], [-1.596, 1.787, 2.086], [-1.388, 5.708, -5.806], [-2.310, 4.489, -5.835], [-1.625, 3.187, -4.853], [-1.743, 3.532, -3.446], [-0.332, 2.820, -5.386], [-2.752, 1.842, -5.143], [-2.043, 0.506, -5.177], [-1.036, 0.388, -4.119], [-1.306, 0.382, -2.803], [-0.178, 0.330, -2.098], [0.856, 0.314, -3.000], [0.338, 0.345, -4.238], [1.098, 0.372, -5.462], [0.510, 0.220, -6.511], [2.291, 0.548, -5.334], [-2.685, 0.446, -2.251], [-1.784, 6.461, -6.482], [-0.383, 5.447, -6.132], [-1.339, 6.139, -4.806], [-2.415, 4.081, -6.843], [-3.297, 4.701, -5.419], [-3.241, 2.005, -6.105], [-3.499, 1.915, -4.354], [-1.538, 0.353, -6.120], [-2.777, -0.287, -5.051], [1.889, 0.249, -2.721], [-3.382, -0.125, -2.865], [-3.016, 1.485, -2.198], [-2.696, 0.028, -1.247], [0.370, 6.721, -0.862], [0.281, 5.287, -0.630], [-0.973, 4.555, -0.546], [-0.446, 3.165, -0.338], [-1.169, 2.146, -0.200], [0.889, 3.120, -0.338], [1.275, 4.410, -0.543], [2.558, 4.737, -0.631], [0.248, 6.964, -1.917], [1.328, 7.101, -0.511], [-0.407, 7.221, -0.289], [-1.541, 4.599, -1.482], [-1.601, 4.890, 0.280], [3.238, 3.998, -0.618], [2.856, 5.652, -0.922]],
  "spin_multiplicity": 5,
  "lumo_ev": [-4.869, -4.973],
  "gap_ha": [0.308, 0.306],
  "e_homo_ev": [-13.3, -13.3],
  "total_charge": 2,
  "s_squared": 6.010
}

[2]
{
  "formula": "C30H44EuN4OP2Si",
  "method": "the ωB97M-V functional and the def2-TZVPD basis",
  "species": ["Eu", "C", "C", "C", "C", "C", "C", "C", "C", "C", "H", "H", "H", "H", "H", "H", "H", "H", "H", "H", "H", "H", "H", "H", "H", "P", "P", "N", "N", "N", "N", "C", "C", "C", "C", "C", "C", "C", "C", "C", "C", "C", "C", "C", "C", "C", "C", "C", "C", "H", "H", "H", "H", "H", "H", "H", "H", "H", "H", "H", "H", "H", "H", "H", "H", "H", "H", "H", "H", "C", "Si", "C", "C", "O", "H", "H", "H", "H", "H", "H", "H", "H", "H"],
  "positions_angstrom": [[-0.261, -1.435, 5.018], [-1.394, 1.979, 3.609], [-1.694, 1.072, 2.681], [-1.015, 0.881, 1.364], [0.224, -0.061, 1.327], [1.274, 0.124, 2.372], [1.561, 1.253, 3.036], [0.983, 2.602, 2.751], [-0.283, 2.980, 3.567], [2.093, -1.890, 5.294], [-1.991, 2.022, 4.529], [-2.536, 0.391, 2.863], [-0.755, 1.843, 0.902], [-1.754, 0.417, 0.695], [-0.130, -1.107, 1.384], [0.657, 0.053, 0.314], [1.874, -0.770, 2.573], [2.306, 1.216, 3.844], [0.782, 2.734, 1.681], [1.743, 3.349, 3.031], [0.008, 3.159, 4.615], [-0.625, 3.952, 3.167], [2.223, -1.760, 6.377], [2.927, -1.436, 4.748], [2.003, -2.960, 5.040], [1.284, -1.193, -4.036], [-1.717, -0.660, -3.662], [2.733, -0.209, -3.962], [2.052, -2.441, -5.070], [-1.991, 1.071, -3.451], [-3.392, -1.020, -4.082], [0.443, -0.240, -5.402], [-1.063, -0.553, -5.404], [3.101, 0.443, -2.774], [4.134, 1.322, -3.061], [4.410, 1.223, -4.469], [3.531, 0.288, -5.001], [2.221, -3.748, -4.592], [2.680, -4.547, -5.632], [2.797, -3.714, -6.795], [2.413, -2.431, -6.421], [-1.818, 1.662, -2.193], [-1.944, 3.037, -2.332], [-2.187, 3.309, -3.715], [-2.212, 2.091, -4.379], [-4.309, -0.320, -4.877], [-5.393, -1.148, -5.131], [-5.127, -2.413, -4.500], [-3.895, -2.316, -3.876], [0.872, -0.494, -6.381], [0.623, 0.834, -5.227], [-1.599, 0.189, -6.012], [-1.254, -1.547, -5.842], [2.581, 0.200, -1.861], [4.624, 1.967, -2.356], [5.154, 1.774, -5.019], [3.412, -0.067, -6.015], [1.987, -3.970, -3.562], [2.900, -5.599, -5.572], [3.111, -4.017, -7.782], [2.367, -1.527, -7.016], [-1.620, 1.030, -1.341], [-1.867, 3.756, -1.534], [-2.322, 4.277, -4.173], [-2.370, 1.877, -5.429], [-4.118, 0.700, -5.185], [-6.268, -0.886, -5.703], [-5.762, -3.281, -4.513], [-3.310, -3.025, -3.308], [-1.619, 1.032, 9.051], [-0.214, 0.178, 8.102], [1.406, 0.937, 8.748], [-0.182, -1.639, 8.655], [-0.411, 0.263, 6.499], [-1.517, 0.969, 10.143], [-2.591, 0.586, 8.794], [-1.673, 2.100, 8.795], [1.413, 0.934, 9.849], [2.298, 0.386, 8.416], [1.522, 1.981, 8.426], [-1.086, -2.179, 8.337], [0.700, -2.188, 8.296], [-0.158, -1.652, 9.755]],
  "spin_multiplicity": 8,
  "lumo_ev": [-0.652, -2.097],
  "gap_ha": [0.142, 0.142],
  "e_homo_ev": [-4.5, -6.0],
  "s_squared": 15.801
}